[1]
Here is a 5-piece molecular cluster, C28H29N5O10 overall from the OMol25 dataset. Energies are from ωB97M-V/def2-TZVPD.

```
! wB97M-V def2-TZVPD RIJCOSX def2/J DEFGRID3
* xyz 0 1
C 2.87 0.62 -0.07
C 2.02 1.91 -0.56
C 0.64 1.87 0.25
N -0.57 2.27 -0.56
C -1.60 1.27 -0.21
O -2.41 1.46 0.73
O -1.62 0.05 -0.92
H 2.40 -0.33 -0.52
H 2.71 0.58 1.07
H 3.98 0.73 -0.28
H 2.61 2.84 -0.23
H 1.92 1.97 -1.69
H 0.75 2.56 1.15
H 0.48 0.81 0.63
H -0.92 3.13 -0.10
H -1.65 -0.64 -0.21
C 6.52 -4.43 -2.79
C 5.19 -4.65 -2.46
C 4.31 -3.58 -2.37
C 4.78 -2.29 -2.61
C 6.11 -2.06 -2.93
C 6.99 -3.14 -3.02
N 3.85 -1.16 -2.54
O 2.69 -1.39 -2.24
O 4.28 -0.05 -2.79
H 7.21 -5.27 -2.86
H 4.84 -5.66 -2.27
H 3.27 -3.76 -2.11
H 6.48 -1.06 -3.12
H 8.03 -2.97 -3.27
C -4.24 3.16 2.35
C -5.41 3.39 3.07
C -5.35 3.90 4.36
C -4.11 4.18 4.93
C -2.93 3.95 4.22
C -3.00 3.44 2.93
N -4.04 4.74 6.28
O -5.09 4.91 6.88
O -2.94 5.00 6.73
H -4.29 2.77 1.34
H -6.37 3.18 2.61
H -6.27 4.07 4.91
H -1.96 4.16 4.66
H -2.09 3.25 2.37
C -9.98 7.63 5.28
C -9.71 8.24 4.05
C -9.20 7.49 3.00
C -8.96 6.13 3.19
C -9.22 5.52 4.41
C -9.73 6.28 5.46
N -8.45 5.33 2.08
O -8.21 5.90 1.03
O -8.28 4.13 2.26
H -10.39 8.22 6.09
H -9.90 9.30 3.92
H -8.99 7.97 2.06
H -9.04 4.46 4.56
H -9.94 5.81 6.41
C 7.15 -9.72 -6.94
C 5.99 -9.50 -6.19
C 6.09 -8.98 -4.90
C 7.35 -8.69 -4.37
C 8.50 -8.92 -5.11
C 8.40 -9.44 -6.40
N 7.45 -8.12 -3.03
O 6.42 -7.95 -2.40
O 8.56 -7.85 -2.61
H 7.07 -10.12 -7.94
H 5.02 -9.72 -6.61
H 5.19 -8.81 -4.33
H 9.48 -8.70 -4.71
H 9.29 -9.62 -6.98
*
```

LUMO level = -0.93 eV
HOMO energy = -9.584 eV
Molecular weight = 595.6 g mol⁻¹
SMILES string = O=[N+]([O-])c1ccccc1.O=[N+]([O-])c1ccccc1.O=[N+]([O-])c1ccccc1.O=[N+]([O-])c1ccccc1.CCCNC(=O)O



[2]
Here is an isolated ion of composition C28H29O2Si and charge +1 from the OMol25 dataset. Energies are from ωB97M-V/def2-TZVPD.

```
! wB97M-V def2-TZVPD RIJCOSX def2/J DEFGRID3
* xyz 1 1
C -5.43 -1.09 0.44
C -4.84 -0.92 1.70
C -3.45 -1.09 1.85
C -2.67 -1.54 0.78
C -1.19 -1.70 0.90
C -0.51 -0.70 1.51
C 0.96 -0.65 1.77
C 1.38 -0.21 3.20
C 2.62 -0.65 3.67
C 3.19 -0.08 4.80
C 2.53 0.96 5.46
C 1.25 1.34 5.05
C 0.68 0.78 3.90
C -0.58 -2.91 0.27
C 0.71 -2.92 -0.30
C 1.25 -4.09 -0.85
C 0.50 -5.26 -0.89
C -0.80 -5.27 -0.35
C -1.32 -4.11 0.23
C -3.29 -1.76 -0.47
C -4.65 -1.52 -0.64
H -6.50 -0.91 0.30
H -5.44 -0.61 2.55
H -2.98 -0.91 2.82
H -1.08 0.18 1.84
H 1.38 -1.64 1.58
H 3.16 -1.41 3.10
H 4.17 -0.43 5.14
H 3.00 1.46 6.32
H 0.69 2.09 5.60
H -0.28 1.13 3.51
H 1.28 -2.01 -0.38
H 2.27 -4.07 -1.26
H 0.91 -6.17 -1.33
H -1.41 -6.17 -0.37
H -2.33 -4.12 0.64
H -2.67 -2.11 -1.30
H -5.09 -1.65 -1.63
C 2.51 0.80 -5.32
Si 2.67 1.68 -3.71
C 4.45 2.14 -3.48
C 1.52 3.11 -3.52
O 2.12 0.50 -2.56
C 2.28 0.44 -1.26
C 3.47 0.51 -0.50
C 3.10 0.39 0.80
C 1.62 0.37 0.91
O 1.22 0.26 -0.50
H 2.68 1.55 -6.10
H 3.27 0.01 -5.42
H 1.52 0.35 -5.46
H 4.60 2.95 -4.21
H 4.71 2.51 -2.48
H 5.11 1.30 -3.75
H 1.80 3.86 -4.28
H 0.47 2.81 -3.70
H 1.58 3.58 -2.53
H 4.44 0.63 -0.96
H 3.78 0.38 1.65
H 1.25 1.36 1.24
*
```

LUMO level = -4.40 eV
HOMO energy = -10.709 eV
Molecular weight = 425.6 g mol⁻¹



[3]
Here is C28H30AlF5N8O4PSe as an isolated structure from the OMol25 dataset. Energies are from ωB97M-V/def2-TZVPD.

```
! wB97M-V def2-TZVPD RIJCOSX def2/J DEFGRID3
* xyz 1 1
Al 8.56 10.54 14.49
C 10.32 13.85 16.07
C 9.06 13.73 15.22
N 8.51 12.65 14.68
C 7.30 13.02 14.14
C 7.13 14.35 14.33
N 8.23 14.78 15.00
C 6.14 15.40 13.91
O 5.10 15.00 13.16
O 6.38 16.51 14.25
C 6.45 12.01 13.47
O 5.37 12.32 12.95
O 7.01 10.85 13.55
H 10.53 12.91 16.57
H 10.11 14.58 16.84
H 11.18 14.11 15.41
H 8.40 15.74 15.24
H 5.08 14.04 12.97
C 12.78 10.48 16.45
C 12.53 11.37 15.44
C 11.33 11.30 14.75
N 10.44 10.37 15.07
C 10.67 9.46 16.03
C 11.86 9.46 16.76
H 13.71 10.50 16.96
H 13.25 12.15 15.22
H 11.04 11.97 13.97
H 9.90 8.74 16.21
H 12.05 8.72 17.51
C 6.59 6.77 11.40
C 7.71 7.33 12.11
C 9.06 7.07 12.01
C 9.69 8.11 12.67
N 8.78 8.97 13.19
N 7.57 8.47 12.81
C 11.15 8.18 12.97
H 5.71 6.99 12.01
H 6.75 5.69 11.38
H 6.42 7.20 10.40
H 9.53 6.23 11.53
H 6.73 9.06 12.89
H 11.68 7.60 12.24
H 11.32 7.65 13.90
H 11.58 9.17 12.94
F 11.02 10.47 21.11
C 10.14 10.49 20.13
C 9.73 11.65 19.47
F 10.14 12.85 19.88
C 8.85 11.53 18.39
F 8.48 12.63 17.73
C 8.34 10.32 17.93
Se 7.18 9.98 16.44
C 8.71 9.21 18.68
F 8.24 7.99 18.30
C 9.59 9.28 19.76
F 9.91 8.18 20.38
C 8.28 10.96 8.14
N 9.05 12.22 8.18
C 8.11 13.37 8.13
N 7.16 13.32 9.21
C 6.42 12.05 9.10
N 7.25 10.82 9.16
C 7.91 10.69 10.49
P 8.95 12.12 11.01
C 9.89 12.20 9.38
C 7.71 13.45 10.58
H 8.95 10.11 8.17
H 7.81 10.91 7.17
H 7.58 13.25 7.18
H 8.64 14.32 8.13
H 5.84 12.04 8.18
H 5.74 11.95 9.93
H 8.52 9.77 10.49
H 7.15 10.53 11.29
H 10.59 11.37 9.38
H 10.55 13.04 9.40
H 8.29 14.34 10.76
H 6.88 13.38 11.30
*
```

LUMO level = -3.48 eV
HOMO energy = -10.443 eV
Molecular weight = 774.5 g mol⁻¹



[4]
Here is C28H30BCoN9 as an isolated structure from the OMol25 dataset. Energies are from ωB97M-V/def2-TZVPD.

```
! wB97M-V def2-TZVPD RIJCOSX def2/J DEFGRID3
* xyz 1 1
Co -0.35 -0.13 -0.88
C -2.03 -1.81 1.91
C -1.05 -0.71 2.14
C -0.65 -0.18 3.37
C 0.28 0.79 3.06
N 0.42 0.84 1.73
N -0.41 -0.07 1.16
B 1.33 1.74 0.86
N 0.38 2.57 -0.05
C 0.14 3.89 -0.15
C -0.73 4.11 -1.19
C -1.01 2.84 -1.70
C -1.87 2.56 -2.90
N -0.36 1.92 -0.98
N 2.15 0.83 -0.10
C 3.48 0.79 -0.28
C 3.75 0.01 -1.39
C 2.50 -0.40 -1.87
C 2.21 -1.16 -3.12
N 1.55 0.10 -1.07
N 2.28 2.51 1.75
C 2.57 3.82 2.00
C 3.53 3.86 2.96
C 3.81 2.51 3.27
C 4.79 1.98 4.26
N 3.05 1.71 2.54
H -2.27 -2.28 2.86
H -1.61 -2.57 1.24
H -2.95 -1.44 1.47
H -0.98 -0.48 4.34
H 0.85 1.44 3.71
H 0.59 4.61 0.51
H -1.10 5.05 -1.55
H -1.85 3.43 -3.55
H -2.91 2.39 -2.62
H -1.50 1.72 -3.49
H 4.15 1.30 0.39
H 4.71 -0.21 -1.81
H 3.14 -1.52 -3.55
H 1.73 -0.51 -3.85
H 1.56 -2.01 -2.94
H 2.12 4.64 1.47
H 3.99 4.74 3.38
H 5.30 2.81 4.75
H 5.53 1.35 3.77
H 4.29 1.38 5.02
N -2.32 -0.06 -1.19
C -3.28 -1.12 -1.04
C -4.59 -0.80 -0.71
C -5.54 -1.79 -0.58
C -5.17 -3.11 -0.76
C -3.86 -3.43 -1.07
C -2.88 -2.44 -1.22
C -1.45 -2.82 -1.39
C -1.16 -4.11 -1.87
C 0.08 -4.68 -1.70
C 1.06 -3.99 -0.99
C 0.82 -2.68 -0.61
C -0.39 -2.05 -0.90
H -2.67 0.76 -0.71
H -2.29 0.20 -2.18
H -4.87 0.24 -0.57
H -6.56 -1.54 -0.32
H -5.89 -3.91 -0.64
H -3.59 -4.47 -1.15
H -1.94 -4.67 -2.37
H 0.28 -5.68 -2.06
H 2.02 -4.45 -0.78
H 1.61 -2.14 -0.10
*
```

LUMO level (spin up / spin down) = -4.31 / -3.88 eV
HOMO energy (spin up / spin down) = -11.329 / -11.272 eV
Molecular weight = 562.4 g mol⁻¹



[5]
Here is C28H30Br2N5O2ReSi as an isolated structure from the OMol25 dataset. Energies are from ωB97M-V/def2-TZVPD.

```
! wB97M-V def2-TZVPD RIJCOSX def2/J DEFGRID3
* xyz 3 2
Re 0.18 0.18 -0.26
C 3.34 0.82 -0.83
O 2.35 -0.16 -0.36
C 2.82 -1.47 -0.20
C 4.15 -1.82 -0.27
C 4.52 -3.15 -0.15
Br 6.32 -3.63 -0.28
C 3.56 -4.13 0.06
C 2.22 -3.77 0.20
C 1.85 -2.44 0.05
O 0.53 -1.98 0.12
C 1.28 -4.85 0.51
N 1.45 -6.10 0.03
C 0.48 -6.83 0.58
C 0.22 -8.23 0.41
C -0.82 -8.76 1.12
C -1.60 -7.94 1.98
C -1.37 -6.55 2.16
C -0.34 -6.03 1.44
N 0.22 -4.75 1.34
H 4.02 1.05 -0.01
H 2.77 1.69 -1.12
H 3.86 0.40 -1.69
H 4.92 -1.07 -0.43
H 3.84 -5.17 0.14
H -0.09 -2.58 -0.35
H 0.84 -8.81 -0.26
H -1.06 -9.81 1.04
H -2.40 -8.40 2.54
H -1.99 -5.98 2.83
H 0.00 -3.96 1.93
C -1.99 1.85 2.50
C -2.60 1.20 1.30
C -3.98 1.14 1.12
C -4.51 0.49 0.01
C -3.68 -0.10 -0.93
C -2.33 0.01 -0.69
N -1.81 0.62 0.38
N -1.20 -0.45 -1.39
Si -1.12 -1.64 -2.74
C 0.69 -1.81 -3.17
C -1.78 -3.23 -1.99
C -2.11 -1.01 -4.16
H -2.75 2.01 3.26
H -1.57 2.82 2.24
H -1.20 1.23 2.93
H -4.62 1.60 1.85
H -5.59 0.45 -0.11
H -4.08 -0.61 -1.80
H 1.11 -2.78 -2.88
H 1.30 -1.02 -2.72
H 0.82 -1.73 -4.25
H -2.17 -3.09 -0.97
H -1.02 -4.02 -1.97
H -2.61 -3.63 -2.58
H -1.58 -0.22 -4.70
H -3.09 -0.62 -3.88
H -2.28 -1.82 -4.87
Br 0.28 1.97 -3.14
C 0.51 2.95 -1.56
C 0.77 4.30 -1.64
C 1.01 5.01 -0.47
C 0.97 4.33 0.74
C 0.67 2.98 0.74
N 0.44 2.28 -0.39
H 0.80 4.79 -2.61
H 1.22 6.06 -0.51
H 1.16 4.83 1.68
H 0.61 2.42 1.66
*
```

LUMO level (spin up / spin down) = -9.18 / -11.32 eV
HOMO energy (spin up / spin down) = -16.049 / -16.066 eV
Molecular weight = 842.7 g mol⁻¹



[6]
Here is C28H30ClN8O7Tl as an isolated structure from the OMol25 dataset. Energies are from ωB97M-V/def2-TZVPD.

```
! wB97M-V def2-TZVPD RIJCOSX def2/J DEFGRID3
* xyz -2 1
Tl -3.46 -2.08 -1.21
N -0.73 -2.62 -1.09
C -0.48 -4.00 -1.51
C -1.51 -4.52 -2.52
O -1.24 -5.60 -3.08
N -2.58 -3.76 -2.71
C -3.52 -4.27 -3.69
C -4.70 -3.32 -3.97
O -5.50 -3.68 -4.85
O -4.76 -2.24 -3.30
H -0.70 -1.99 -1.88
H -0.05 -2.31 -0.40
H -0.54 -4.65 -0.63
H 0.50 -4.16 -1.96
H -3.94 -5.24 -3.40
H -3.03 -4.46 -4.65
O 1.40 4.29 -5.15
N 1.15 3.11 -5.25
O 1.43 2.43 -6.22
C 0.50 2.44 -4.10
C 0.82 2.93 -2.89
C 0.30 2.32 -1.71
C 0.63 2.80 -0.42
C 0.12 2.18 0.67
C -0.73 1.07 0.46
N -1.07 0.61 -0.72
C -0.56 1.22 -1.81
C -0.94 0.73 -3.13
N -1.82 -0.28 -3.19
C -2.21 -0.72 -4.37
C -1.75 -0.17 -5.58
C -0.85 0.86 -5.54
C -0.40 1.34 -4.29
H 1.49 3.77 -2.81
H 1.30 3.65 -0.33
H 0.34 2.47 1.69
H -1.14 0.56 1.32
H -2.93 -1.53 -4.36
H -2.12 -0.56 -6.52
H -0.47 1.29 -6.45
Cl 1.32 7.52 5.78
C 1.05 5.87 5.23
C 0.00 5.60 4.35
C -0.22 4.33 3.91
C 0.60 3.20 4.32
O 0.37 2.05 3.88
C 1.67 3.53 5.24
C 2.59 2.56 5.79
O 2.64 1.36 5.62
C 1.86 4.86 5.66
H -0.64 6.41 4.01
H -1.04 4.11 3.24
H 3.34 3.03 6.48
H 2.67 5.07 6.35
C 2.33 -1.17 -0.24
N 1.77 -1.92 0.87
C 2.43 -3.20 1.06
C 1.51 -1.16 2.03
N 1.90 0.05 2.08
N 0.82 -1.87 3.02
C 0.63 -1.16 4.27
C -0.35 -2.62 2.62
H 2.29 -1.80 -1.13
H 3.37 -0.87 -0.05
H 1.75 -0.27 -0.40
H 3.51 -3.07 1.18
H 2.25 -3.84 0.19
H 2.04 -3.70 1.94
H 1.54 0.56 2.88
H 1.56 -0.71 4.61
H 0.29 -1.88 5.02
H -0.10 -0.35 4.19
H -0.17 -3.20 1.72
H -1.21 -1.96 2.42
H -0.63 -3.31 3.42
*
```

LUMO level = 2.83 eV
HOMO energy = -3.003 eV
Molecular weight = 830.4 g mol⁻¹



Number 5 is which compound? C28H30Br2N5O2ReSi



The lowest molecular weight belongs to which entry? C28H29O2Si